The molecule C5H9N in a non-equilibrium geometry. Source: the OMol25 dataset; level of theory: ωB97M-V/def2-TZVPD.

XYZ file:
```
15
Properties=species:S:1:pos:R:3
C -0.589 1.410 -0.279
C -0.461 0.041 0.392
C -0.864 -1.090 -0.561
C 0.963 -0.171 0.944
C 1.949 -0.362 -0.127
N 2.698 -0.528 -0.994
H -0.352 2.222 0.419
H -1.607 1.569 -0.649
H 0.095 1.483 -1.134
H -1.125 0.017 1.267
H -0.464 -0.909 -1.565
H -1.951 -1.166 -0.642
H -0.485 -2.059 -0.225
H 0.992 -1.056 1.589
H 1.271 0.686 1.555
```

## Properties
Net charge: 0
Energy relative to the best compared isomer or geometry (same formula, charge and spin) (kcal per mole): 0.7
Structure (SMILES): CC(C)CC#N
DFT total energy (eV): -6820.962
Largest force on an atom (Eh/bohr): 0.0220
HOMO energy (eV): -11.46

A structure of composition C5H10 in a non-equilibrium geometry. Source: the OMol25 dataset; level of theory: ωB97M-V/def2-TZVPD.

XYZ file:
```
15
Properties=species:S:1:pos:R:3
C 0.405 -1.419 0.382
C -0.202 -0.041 0.298
C -1.490 0.124 -0.298
C -0.928 0.243 -1.587
C -2.758 0.170 0.167
H 0.720 -1.643 1.407
H -0.353 -2.131 0.072
H 1.280 -1.518 -0.262
H 0.477 0.802 0.315
H 5.779 2.321 1.538
H -0.130 -0.399 -1.945
H -1.386 0.864 -2.349
H 5.066 2.225 1.595
H -3.545 0.305 -0.564
H -2.934 0.097 1.231
```

## Properties
Net charge: 0
Energy relative to the best compared isomer or geometry (same formula, charge and spin) (kcal per mole): 121.9
DFT total energy (eV): -5341.982
Largest force on an atom (Eh/bohr): 0.0506
HOMO energy (eV): -7.40

A structure of composition C11H14I2O in a non-equilibrium geometry. Source: the OMol25 dataset; level of theory: ωB97M-V/def2-TZVPD.

XYZ file:
```
28
Properties=species:S:1:pos:R:3
C -1.345 -0.889 -0.894
C -2.128 -1.219 -1.989
C 0.576 -1.442 0.676
C 1.121 -0.144 -1.353
C 1.778 0.780 0.862
C -0.418 0.409 1.986
C -0.490 1.638 -0.268
C 0.157 -1.179 -0.757
C 0.885 -0.159 1.522
C 1.004 1.159 -0.461
C -1.263 0.848 0.749
O -2.003 -0.197 0.055
I -4.159 -0.882 -1.851
I -1.426 -1.932 -3.730
H -0.073 -2.164 1.201
H 1.366 -2.175 0.492
H 2.200 -0.378 -1.081
H 1.026 -0.022 -2.433
H 1.816 1.636 1.451
H 2.769 0.470 0.597
H -0.893 -0.529 2.573
H -0.291 1.200 2.709
H -0.439 2.680 -0.011
H -0.878 1.605 -1.269
H 0.251 -2.169 -1.271
H 1.382 -0.348 2.544
H 1.534 1.877 -1.046
H -2.059 1.526 0.997
```

## Properties
Net charge: 0
Energy relative to the best compared isomer or geometry (same formula, charge and spin) (kcal per mole): 0.9
DFT total energy (eV): -29880.920
Largest force on an atom (Eh/bohr): 0.0827
HOMO energy (eV): -7.92

A cluster of 6 separate species, C13H35Cl4N6O7P in total in a non-equilibrium geometry. Source: the OMol25 dataset; level of theory: ωB97M-V/def2-TZVPD.

XYZ file:
```
66
Properties=species:S:1:pos:R:3
O -27.116 6.441 1.743
P -27.095 4.953 1.705
N -27.911 4.189 2.997
C -28.545 5.093 3.951
C -27.890 2.756 3.293
N -25.440 4.332 1.957
C -24.746 3.319 1.162
C -24.801 4.727 3.246
N -27.548 4.086 0.281
C -27.171 4.712 -1.029
C -28.870 3.399 0.359
H -28.512 6.142 3.659
H -28.151 5.039 4.966
H -29.619 4.951 4.074
H -27.266 2.596 4.173
H -27.605 2.163 2.424
H -28.872 2.319 3.475
H -25.413 2.477 0.980
H -24.460 3.782 0.217
H -23.840 2.913 1.612
H -24.652 5.800 3.368
H -25.423 4.258 4.008
H -23.828 4.258 3.394
H -26.091 4.778 -1.165
H -27.514 4.098 -1.861
H -27.577 5.711 -1.184
H -28.810 2.431 0.856
H -29.219 3.375 -0.673
H -29.614 4.051 0.817
C -23.642 1.052 4.048
N -23.333 -0.312 4.644
O -23.077 -0.296 5.877
O -23.279 -1.317 3.919
H -24.096 0.718 3.115
H -22.704 1.602 3.965
H -24.352 1.554 4.704
C -25.751 7.332 5.542
N -26.168 8.248 6.644
O -26.593 7.724 7.683
O -25.981 9.389 6.330
H -24.730 7.483 5.190
H -26.531 7.399 4.784
H -25.885 6.367 6.031
C -27.614 2.991 7.310
N -26.244 3.501 7.218
O -25.989 4.603 7.776
O -25.472 2.764 6.648
H -27.830 3.051 8.377
H -27.665 1.962 6.954
H -28.157 3.751 6.747
Cl -31.723 5.617 6.143
C -30.771 7.101 6.396
C -29.435 6.726 7.244
Cl -29.729 5.905 8.808
H -31.242 7.737 7.145
H -30.551 7.570 5.437
H -28.912 7.636 7.539
H -28.808 6.285 6.468
Cl -26.510 -0.133 4.324
C -27.297 -1.097 5.561
C -26.217 -1.828 6.358
Cl -27.125 -3.036 7.234
H -27.815 -1.843 4.958
H -28.065 -0.526 6.083
H -25.617 -1.176 6.993
H -25.488 -2.240 5.660
```

## Properties
2S+1: 2
Net charge: +1
DFT total energy (eV): -96683.548
Largest force on an atom (Eh/bohr): 0.0649
HOMO energy (spin up / spin down) (eV): -12.81 / -12.81

Q: Which value of DFT total energy does entry 2 give?
A: -5341.982 eV

Q: What is the DFT total energy in the third record?
A: -29880.920 eV

Q: Number 1 is which compound?
A: C5H9N